1.
{
  "formula": "C20H49IO6P",
  "method": "ωB97M-V/def2-TZVPD",
  "charge": -1,
  "lumo_ev": 2.253,
  "total_energy_ev": -51208.142,
  "orbital_gap_ev": 6.71,
  "elements": ["C", "C", "C", "P", "C", "I", "C", "C", "O", "C", "C", "O", "H", "H", "H", "H", "H", "H", "H", "H", "H", "H", "H", "H", "H", "H", "H", "H", "H", "C", "C", "C", "O", "H", "H", "H", "H", "H", "H", "H", "H", "C", "C", "C", "O", "H", "H", "H", "H", "H", "H", "H", "H", "C", "C", "C", "O", "H", "H", "H", "H", "H", "H", "H", "H", "C", "C", "C", "O", "H", "H", "H", "H", "H", "H", "H", "H"],
  "positions_angstrom": [[1.5978, 5.4769, -0.6912], [1.1054, 4.2354, -0.7907], [1.1118, 3.1915, 0.2728], [1.6129, 1.4288, -0.2402], [3.3616, 1.8094, -0.9662], [4.5258, 3.2584, 0.1581], [3.3824, 2.1153, -2.4565], [4.7963, 2.1357, -3.0548], [1.9052, -0.2352, -0.8582], [0.6811, -0.7032, -1.3128], [-0.3155, -0.4098, -0.1914], [0.0776, 0.8116, 0.3901], [1.0855, 6.3013, -1.1807], [2.5291, 5.7154, -0.1894], [0.6128, 3.9716, -1.7266], [1.6228, 3.5586, 1.1667], [0.0578, 3.0983, 0.5514], [2.1950, 1.1206, 1.0349], [1.0219, 1.6997, -1.5358], [3.9292, 0.8885, -0.8375], [2.8757, 3.0608, -2.6577], [2.8408, 1.2794, -2.9073], [5.4456, 1.4326, -2.5266], [5.2527, 3.1193, -2.9203], [4.7923, 1.9044, -4.1218], [0.3608, -0.2359, -2.2581], [0.6859, -1.7830, -1.5133], [-0.1812, -1.1616, 0.6047], [-1.3492, -0.3899, -0.5513], [-5.8314, -2.2572, -0.9021], [-4.3377, -2.0462, -1.0949], [-3.5175, -2.7460, -0.0231], [-4.0274, -0.6545, -1.0905], [-6.1500, -1.8466, 0.0575], [-6.3936, -1.7378, -1.6801], [-6.0903, -3.3181, -0.9321], [-4.0363, -2.4140, -2.0781], [-3.7718, -2.3430, 0.9620], [-2.4573, -2.5626, -0.1887], [-3.6842, -3.8215, -0.0039], [-4.2714, -0.2987, -0.2287], [-0.6832, -5.8415, 3.2404], [-0.9246, -5.4863, 1.7802], [0.3789, -5.1679, 1.0628], [-1.8227, -4.3857, 1.6777], [-0.2249, -4.9974, 3.7626], [-1.6265, -6.0668, 3.7394], [-0.0225, -6.7048, 3.3359], [-1.4234, -6.3196, 1.2808], [0.8658, -4.3045, 1.5234], [0.1886, -4.9168, 0.0194], [1.0692, -6.0125, 1.0989], [-1.4118, -3.6251, 2.1060], [-8.9159, 0.9730, 2.6949], [-7.9900, 1.0078, 1.4884], [-8.4855, 1.9840, 0.4329], [-7.8558, -0.2972, 0.9289], [-9.9149, 0.6425, 2.3956], [-8.5443, 0.2699, 3.4405], [-9.0031, 1.9575, 3.1568], [-6.9868, 1.2946, 1.8070], [-9.4726, 1.6808, 0.0712], [-7.8088, 1.9959, -0.4213], [-8.5610, 2.9964, 0.8322], [-8.7260, -0.5867, 0.6328], [9.3106, 2.1460, 0.7535], [8.7416, 1.0649, -0.1558], [8.7110, 1.5225, -1.6081], [7.4381, 0.6973, 0.2701], [8.6830, 3.0400, 0.7103], [9.3252, 1.8024, 1.7884], [10.3265, 2.4205, 0.4609], [9.3501, 0.1610, -0.0709], [8.0665, 2.3996, -1.7118], [8.3017, 0.7374, -2.2444], [9.7100, 1.7802, -1.9673], [6.8862, 1.4901, 0.2003]],
  "mulliken_charge": [-0.62, -0.14, -0.95, 0.84, -0.83, -0.17, -0.05, -1.23, -0.61, -0.69, 0.28, -0.45, 0.24, 0.17, 0.31, 0.39, 0.46, -0.35, -0.23, 0.74, 0.16, 0.21, 0.24, 0.29, 0.43, 0.26, 0.41, 0.01, -0.04, -1.18, 0.34, -0.95, -0.54, 0.21, 0.31, 0.39, 0.24, 0.30, 0.14, 0.39, 0.33, -1.32, 0.37, -1.27, -0.43, 0.35, 0.33, 0.39, 0.24, 0.34, 0.29, 0.41, 0.32, -1.34, 0.46, -1.30, -0.46, 0.35, 0.32, 0.38, 0.25, 0.35, 0.32, 0.38, 0.30, -1.23, 0.40, -1.18, -0.50, 0.29, 0.31, 0.37, 0.29, 0.25, 0.29, 0.42, 0.20]
}


2.
{
  "formula": "C20H4Cl56F12Ga",
  "method": "ωB97M-V/def2-TZVPD",
  "charge": -1,
  "e_above_lowest_kcal_mol": 84.69,
  "lumo_ev": 1.050,
  "total_energy_ev": -807040.859,
  "orbital_gap_ev": 7.53,
  "elements": ["C", "Ga", "C", "F", "F", "F", "C", "F", "F", "C", "F", "F", "C", "F", "F", "C", "F", "F", "F", "H", "H", "H", "H", "C", "Cl", "Cl", "Cl", "Cl", "C", "Cl", "Cl", "Cl", "Cl", "C", "Cl", "Cl", "Cl", "Cl", "C", "Cl", "Cl", "Cl", "Cl", "C", "Cl", "Cl", "Cl", "Cl", "C", "Cl", "Cl", "Cl", "Cl", "C", "Cl", "Cl", "Cl", "Cl", "C", "Cl", "Cl", "Cl", "Cl", "C", "Cl", "Cl", "Cl", "Cl", "C", "Cl", "Cl", "Cl", "Cl", "C", "Cl", "Cl", "Cl", "Cl", "C", "Cl", "Cl", "Cl", "Cl", "C", "Cl", "Cl", "Cl", "Cl", "C", "Cl", "Cl", "Cl", "Cl"],
  "positions_angstrom": [[-0.6601, 2.1644, 2.4142], [-1.6113, 1.7123, 0.6569], [-1.8550, -0.3762, 0.5433], [-3.0201, -0.7353, -0.2146], [-0.7523, -0.9435, -0.2082], [-1.7908, -1.0050, 1.8164], [-3.3163, 2.7810, 0.2376], [-2.9118, 3.9885, -0.4417], [-4.0687, 2.0498, -0.7637], [-4.2042, 3.1913, 1.4866], [-4.5600, 4.5767, 1.3269], [-3.5756, 3.1150, 2.7353], [-5.6032, 2.4160, 1.5689], [-6.2716, 2.9568, 2.7409], [-6.4748, 2.7276, 0.4868], [-5.4556, 0.8432, 1.8007], [-4.1833, 0.4175, 2.1594], [-5.9146, 0.1119, 0.6816], [-6.3036, 0.4590, 2.8758], [0.4479, 1.8995, 2.3158], [-1.0656, 1.6056, 3.3358], [-0.7007, 3.2858, 2.6400], [-0.5532, 2.0563, -0.5241], [-0.3823, -4.6769, -0.8454], [1.1083, -4.0692, -1.5905], [-1.0678, -3.4387, 0.2209], [-1.5605, -5.0827, -2.1098], [-0.0070, -6.1323, 0.1042], [0.3084, -0.3214, -7.8090], [-0.2342, 0.1536, -6.1849], [-0.6037, 0.5919, -9.0300], [2.0412, 0.0324, -7.9804], [0.0342, -2.0593, -8.0505], [3.0915, -0.4128, -1.8918], [1.4282, -0.6105, -1.3106], [3.1333, 0.8255, -3.1655], [4.1321, 0.0881, -0.5420], [3.6816, -1.9569, -2.5489], [3.4271, -6.5530, 2.5491], [2.8855, -4.9622, 1.9766], [4.8929, -7.0320, 1.6667], [3.7834, -6.4667, 4.2869], [2.1470, -7.7529, 2.2663], [2.2386, -6.6859, 8.2945], [3.7197, -6.0618, 7.5376], [1.5501, -5.4412, 9.3567], [1.0618, -7.1062, 7.0336], [2.6263, -8.1329, 9.2494], [-2.8210, 2.9418, -5.3401], [-4.4135, 2.2613, -4.9358], [-2.9026, 4.7131, -5.2257], [-1.5943, 2.3285, -4.2177], [-2.3798, 2.4780, -6.9971], [-9.7758, 2.4117, 3.0924], [-11.3061, 2.3202, 2.1905], [-8.4141, 2.4356, 1.9558], [-9.7551, 3.8951, 4.0709], [-9.6339, 0.9976, 4.1599], [0.7697, 3.0293, -12.0817], [0.8048, 1.5418, -13.0517], [1.4752, 4.3638, -13.0187], [-0.9107, 3.4234, -11.6631], [1.7078, 2.7881, -10.5950], [-7.8544, 0.4933, -2.8064], [-7.8774, -1.0881, -3.6177], [-7.0204, 1.6906, -3.8283], [-9.5215, 1.0506, -2.5454], [-7.0480, 0.3494, -1.2289], [7.3639, -1.7640, 1.8870], [8.0304, -2.0833, 3.5023], [6.8546, -0.0649, 1.7813], [8.6063, -2.0862, 0.6585], [5.9650, -2.8193, 1.6048], [-8.5098, 5.8057, -3.6531], [-7.6553, 5.2041, -2.2185], [-9.2139, 7.3985, -3.2996], [-7.3673, 5.9501, -5.0053], [-9.8038, 4.6704, -4.0910], [11.0483, 1.2097, 2.9816], [9.3872, 1.0688, 2.3680], [12.0357, 2.1215, 1.8192], [11.0339, 2.0604, 4.5413], [11.7381, -0.4123, 3.1993], [2.3367, -1.0900, 9.7441], [0.6709, -1.2144, 10.3479], [2.3957, 0.0757, 8.4063], [3.4024, -0.5414, 11.0556], [2.8764, -2.6809, 9.1685], [13.6603, -1.9098, -0.3082], [11.9279, -2.1412, 0.0026], [13.9637, -0.2127, -0.7341], [14.5840, -2.3284, 1.1500], [14.1668, -2.9569, -1.6508]],
  "mulliken_charge": [-0.99, -0.38, 0.30, -0.21, -0.13, -0.27, 0.57, -0.34, -0.18, 0.36, -0.33, -0.25, 0.61, -0.34, -0.28, 0.72, -0.19, -0.28, -0.24, 0.29, 0.28, 0.26, -0.22, 0.21, -0.04, -0.01, -0.13, -0.05, 0.28, 0.03, -0.07, -0.12, -0.11, 0.20, 0.25, -0.11, -0.07, -0.14, 0.25, -0.01, -0.10, -0.01, -0.11, 0.36, -0.11, -0.08, -0.08, -0.10, 0.18, 0.00, -0.12, -0.03, -0.05, 0.29, -0.13, 0.07, -0.12, -0.12, 0.33, -0.10, -0.11, -0.09, -0.04, 0.24, -0.13, -0.03, -0.11, 0.17, 0.27, -0.10, -0.12, -0.03, -0.02, 0.25, 0.03, -0.12, -0.09, -0.09, 0.30, 0.00, -0.10, -0.10, -0.07, 0.33, -0.11, -0.09, -0.11, -0.02, 0.26, -0.01, -0.08, -0.09, -0.11]
}